# 1
{"formula": "C7H16NO2", "method": "ωB97M-V/def2-TZVPD", "e_above_lowest_kj_mol": 126.6, "e_lumo_ev": -2.81, "e_tot_ha": -481.2370, "charge": 1, "species": ["O", "O", "N", "C", "C", "C", "C", "C", "C", "C", "H", "H", "H", "H", "H", "H", "H", "H", "H", "H", "H", "H", "H", "H", "H", "H"], "xyz": [[-0.571, -1.934, -0.454], [-2.342, 1.884, -0.168], [-0.971, 0.637, -1.650], [1.216, 1.182, -0.643], [-0.998, 2.117, 0.225], [-0.819, 1.840, 1.710], [0.117, -2.062, 0.530], [1.831, 0.318, -1.695], [0.123, -3.365, 1.243], [-0.141, 1.211, -0.571], [-0.280, 0.421, -2.316], [0.648, -1.311, 1.156], [0.671, -3.479, 2.134], [-1.434, 2.494, 2.387], [0.085, -4.312, 0.621], [2.852, 0.539, -1.896], [1.796, 1.681, 0.190], [-2.887, 2.533, 0.301], [-1.015, 0.815, 2.041], [-1.913, 1.085, -1.720], [1.325, 0.652, -2.651], [1.957, -0.817, -1.596], [-0.938, -3.391, 1.622], [0.187, 2.129, 2.001], [-0.661, 3.108, 0.029], [-1.199, -0.355, -1.349]], "forces_ev_per_a": [[0.36, 1.26, -0.54], [-0.33, 0.72, 0.16], [-0.27, -2.53, 2.47], [-1.66, -1.00, 1.59], [-0.13, -0.85, 2.11], [-0.28, 0.93, 1.45], [-0.11, -1.71, 1.45], [0.27, -0.49, -1.25], [-2.62, -1.72, -0.87], [1.01, 1.11, -0.97], [0.17, 0.25, -2.57], [-0.19, 0.71, -1.02], [1.29, 0.10, 0.72], [0.17, -0.42, -0.94], [0.54, 1.28, 0.38], [0.93, 0.82, 0.03], [-0.65, -0.59, -1.27], [-0.08, -0.28, -0.24], [0.06, 0.05, -0.48], [1.06, 0.37, -0.65], [0.69, -1.02, 0.51], [-1.20, 1.48, 0.17], [0.60, 0.14, -0.16], [0.33, -0.26, -0.02], [-0.15, 1.10, -0.27], [0.19, 0.53, 0.20]], "mulliken_charge": [-0.618, -0.620, -0.113, 0.224, 0.563, -1.376, 0.378, -1.415, -1.125, -0.333, 0.158, 0.298, 0.386, 0.383, 0.297, 0.402, 0.357, 0.393, 0.299, 0.401, 0.443, 0.246, 0.308, 0.401, 0.253, 0.408]}


# 2
{"formula": "C7H16NO2S", "method": "ωB97M-V/def2-TZVPD", "e_above_lowest_kj_mol": 62.9, "e_lumo_ev": 3.42, "e_tot_ha": -879.6805, "charge": -1, "species": ["S", "O", "O", "N", "C", "C", "C", "C", "C", "C", "C", "H", "H", "H", "H", "H", "H", "H", "H", "H", "H", "H", "H", "H", "H", "H", "H"], "xyz": [[-3.089, 1.849, -0.105], [-3.517, 0.601, -0.774], [-1.764, 1.563, 0.550], [0.644, -0.412, 0.807], [0.721, 0.444, -1.539], [2.614, -0.864, -0.563], [-1.263, -0.978, 2.103], [-0.422, -0.999, 0.828], [-1.256, -1.381, -0.362], [1.457, 0.127, -0.279], [1.939, 1.505, 0.252], [0.480, -0.316, -2.291], [2.454, 1.496, 1.160], [-4.125, 2.098, 1.137], [-1.115, 0.029, 2.520], [-0.873, -1.717, 2.950], [-1.771, -2.277, -0.045], [-0.148, 1.034, -1.473], [-0.483, -1.630, -1.186], [1.408, 0.982, -2.201], [-1.838, -0.478, -0.745], [2.259, -1.840, -0.850], [3.350, -1.115, 0.154], [-2.312, -1.185, 1.905], [1.049, 2.051, 0.231], [3.067, -0.404, -1.495], [2.532, 1.816, -0.691]], "forces_ev_per_a": [[0.38, 0.57, 0.97], [-1.08, -0.12, -0.11], [-0.71, 0.76, 0.18], [3.52, 1.50, 1.35], [1.06, -0.30, -2.98], [-0.51, 1.24, -2.52], [1.73, -1.20, 2.27], [-3.91, 0.09, -0.56], [2.32, 0.17, -2.01], [-0.14, -1.54, 1.96], [0.91, -1.40, -4.41], [-0.09, -0.75, 0.85], [0.81, -0.06, 1.27], [1.14, -0.71, -1.14], [-0.40, -0.38, -0.15], [-0.74, 1.20, -1.77], [-0.81, -0.06, -0.54], [-1.07, 0.78, 0.75], [-1.57, -0.12, 1.11], [0.19, 0.64, 0.27], [0.17, -1.64, 0.88], [-0.68, -0.31, -0.37], [0.70, 0.65, 1.20], [0.02, 0.08, 0.00], [-1.22, 1.36, 0.57], [0.20, -0.77, 0.99], [-0.21, 0.34, 1.94]], "mulliken_charge": [0.198, -0.630, -0.497, -0.582, -2.076, -1.624, -1.256, 1.018, -1.053, 1.698, -1.548, 0.500, 0.437, -0.035, 0.262, 0.299, 0.535, 0.425, 0.179, 0.545, 0.059, 0.338, 0.408, 0.369, 0.376, 0.335, 0.321]}


# 3
{"formula": "C7H16NO3PS", "method": "ωB97M-V/def2-TZVPD", "e_above_lowest_kj_mol": 223.4, "e_lumo_ev": [-0.04, -0.04], "e_tot_ha": -1296.2684, "charge": 0, "species": ["S", "P", "O", "O", "O", "N", "C", "C", "C", "C", "C", "C", "C", "H", "H", "H", "H", "H", "H", "H", "H", "H", "H", "H", "H", "H", "H", "H", "H"], "xyz": [[4.323, 0.312, 0.551], [0.006, 0.191, -0.465], [0.763, 0.369, -1.716], [-0.870, -1.164, -0.394], [-1.131, 1.388, -0.182], [3.061, -1.938, -0.402], [-0.833, 2.551, -0.849], [3.112, -0.736, 0.158], [-1.811, -1.624, 0.587], [1.100, 0.100, 0.903], [-3.159, -0.844, 0.541], [1.906, -2.751, -0.804], [-0.580, 3.640, 0.106], [-1.457, -1.463, 1.738], [-0.380, 4.700, -0.197], [-1.412, 3.887, 0.882], [4.010, -2.228, -0.396], [0.367, 3.350, 0.622], [1.806, -3.540, -0.075], [2.110, -3.107, -1.831], [-3.862, -1.151, 1.398], [0.941, -2.170, -0.726], [-2.903, 0.245, 0.641], [-1.849, 2.705, -1.425], [-1.770, -2.701, 0.426], [1.564, 1.091, 1.066], [-3.664, -1.140, -0.369], [0.587, -0.384, 1.763], [0.026, 2.410, -1.551]], "forces_ev_per_a": [[-1.30, -1.38, -0.53], [-0.66, 0.20, 0.16], [-0.75, -0.27, -0.02], [0.02, 0.82, -0.17], [1.75, -3.63, 0.88], [-0.68, 2.20, 0.98], [-2.63, 1.94, -3.33], [-1.95, 1.69, 1.29], [0.39, 1.12, 3.17], [1.69, -0.51, -0.36], [0.20, -0.83, 1.02], [-0.22, 0.86, 0.05], [0.38, 2.49, 2.91], [-0.10, -0.31, -2.67], [-0.04, -1.15, -0.90], [1.24, -1.25, -1.13], [0.70, -1.31, -0.73], [-0.77, 0.32, 0.23], [0.05, -0.70, -0.07], [-0.45, 0.03, 0.63], [1.28, 0.38, -1.09], [1.52, -0.52, -0.44], [-0.59, -1.12, -0.38], [2.16, 0.36, 0.40], [-0.81, 0.09, 0.06], [-0.24, -0.75, 0.31], [-0.23, 0.61, -0.36], [0.93, 0.32, -0.27], [-0.92, 0.28, 0.36]], "mulliken_charge": [-0.292, 1.010, -0.808, -0.392, -0.266, -0.099, -0.251, 0.256, -0.364, -0.843, -0.904, -0.266, -0.970, 0.208, 0.351, 0.221, 0.232, 0.190, 0.311, 0.278, 0.346, 0.050, 0.208, 0.227, 0.383, 0.337, 0.281, 0.233, 0.333]}


# 4
{"formula": "C7H16O", "method": "ωB97M-V/def2-TZVPD", "smiles": "C=C(C)CCCC.O", "e_above_lowest_kj_mol": 119.3, "e_lumo_ev": 0.80, "e_tot_ha": -351.5085, "charge": 0, "species": ["O", "C", "C", "C", "C", "C", "C", "C", "H", "H", "H", "H", "H", "H", "H", "H", "H", "H", "H", "H", "H", "H", "H", "H"], "xyz": [[1.469, -0.755, 2.638], [1.153, 2.093, 0.471], [-0.734, -1.268, -0.617], [-0.126, 2.133, -0.352], [0.261, -0.287, -1.225], [-0.124, -2.374, 0.221], [-2.051, -1.229, -0.730], [-0.307, 1.105, -1.478], [1.082, -0.285, -0.497], [0.236, -2.053, 1.195], [0.741, -0.762, -2.086], [1.269, 1.155, 1.009], [-1.371, 1.017, -1.667], [0.573, -0.978, 2.366], [1.125, 2.887, 1.223], [0.099, 1.540, -2.395], [-0.259, 3.161, -0.697], [-2.734, -1.930, -0.256], [-0.948, -3.007, 0.540], [0.618, -3.022, -0.250], [1.575, -0.931, 3.575], [-2.622, -0.431, -1.190], [2.047, 2.215, -0.130], [-0.972, 2.007, 0.336]], "forces_ev_per_a": [[0.33, 0.22, -0.29], [-0.07, -0.17, 0.17], [0.73, -0.36, 0.13], [-0.60, -0.02, 0.77], [-0.12, -0.54, 0.90], [-1.06, -0.54, 0.29], [-1.00, 0.50, 0.18], [0.50, 0.56, -0.54], [0.00, 0.41, -0.11], [0.55, 0.24, -0.47], [-0.35, 0.17, -0.26], [-0.02, -0.02, 0.09], [-0.14, 0.03, -0.14], [0.08, 0.13, 0.53], [0.09, -0.04, -0.11], [0.21, -0.20, -0.03], [0.00, -0.12, -0.48], [0.48, -0.27, 0.06], [-0.12, -0.44, -0.25], [0.11, 0.38, -0.10], [-0.30, -0.08, 0.09], [0.37, 0.11, -0.34], [0.18, 0.15, -0.22], [0.14, -0.10, 0.13]], "mulliken_charge": [-0.647, -1.000, 0.973, -0.361, -0.446, -1.147, -1.135, -0.739, 0.250, 0.038, 0.413, 0.129, 0.238, 0.289, 0.379, 0.352, 0.372, 0.268, 0.394, 0.290, 0.311, 0.253, 0.302, 0.224]}


- What is the formula in the fourth record?
  C7H16O